This record from OMol25 describes 2 unconnected molecules or ions with the total composition C6H16 at a distorted geometry. The level of theory is the ωB97M-V functional and the def2-TZVPD basis.

Results
* E_tot: -6478.288 eV
* energy above the lowest of the compared OMol25 structures with the same formula, charge and spin: 38.3 kcal/mol
* largest force on an atom: 3.52 eV Å⁻¹
* gap between HOMO and LUMO (alpha / beta): 2.57 / 10.92 eV
* total charge: -1
* spin multiplicity: 2
* molar mass: 88.19 g/mol

Atoms and positions in Å:
1 C 0.81676 2.01003 -0.92094
2 C -0.08342 0.83577 -1.45542
3 C -0.28181 2.89845 -0.22034
4 H 1.28253 2.57510 -1.76720
5 H 1.54874 1.59284 -0.23369
6 H -0.95293 0.46370 -0.89543
7 H -0.32199 1.25503 -2.44194
8 H -1.20597 2.43387 0.06168
9 H -0.53870 3.72958 -0.87048
10 H 0.54670 -0.05338 -1.70707
11 H 0.22110 3.33175 0.72264
12 C 0.12211 -1.79234 0.37692
13 C 0.22670 -3.14988 1.06472
14 C -0.74498 -0.83421 1.18045
15 H 1.09444 -1.47451 0.02663
16 H -0.28124 -1.92439 -0.65090
17 H 1.01478 -2.93227 1.80673
18 H -0.26141 -0.37084 2.06574
19 H 0.80482 -3.77987 0.38236
20 H -0.72454 -3.61258 1.23819
21 H -0.78064 0.16337 0.71110
22 H -1.78362 -1.07473 1.42522


This record from OMol25 describes 2 unconnected molecules or ions with the total composition C2H6N2O3 at a distorted geometry. The level of theory is the ωB97M-V functional and the def2-TZVPD basis.

Results
* E_tot: -11288.671 eV
* energy above the lowest of the compared OMol25 structures with the same formula, charge and spin: 153.5 kcal/mol
* largest force on an atom: 4.07 eV Å⁻¹
* gap between HOMO and LUMO: 10.85 eV
* SMILES: O=[N+]([O-])O.C=NC
* molar mass: 106.08 g/mol

Atoms and positions in Å:
1 O 3.32081 0.37585 1.34014
2 N 2.13382 0.24129 1.12819
3 O 1.43410 -0.71177 1.40196
4 O 1.52387 1.24384 0.48662
5 H 0.64016 0.89772 0.20762
6 C -1.87767 -0.26891 0.51748
7 N -0.80168 -0.15467 -0.05088
8 C -0.50601 -0.24988 -1.43608
9 H -2.03794 -0.06514 1.60827
10 H -2.89051 -0.40960 0.09350
11 H -0.08360 0.68835 -1.58894
12 H 0.40510 -0.93507 -1.55321
13 H -1.26046 -0.65200 -2.15467